C10H22ClP | ωB97M-V with the def2-TZVPD basis set

The value obtained for the energy relative to the best compared isomer or geometry (same formula, charge and spin) is 223.9 kJ/mol. The calculation puts the HOMO-LUMO gap (alpha / beta) at 6.65 / 7.88 eV.

Positions of all 34 atoms, in Å:
Cl (-0.564, 2.498, 0.900)
P (-0.468, 0.832, -0.117)
C (-1.597, 0.142, -2.550)
C (2.735, -0.081, 1.336)
C (-1.426, -0.416, 0.938)
C (2.533, 1.582, -0.456)
C (-1.037, -0.332, 2.449)
C (2.216, 0.191, -0.042)
C (-1.169, -1.760, 0.442)
C (-2.957, -0.018, 0.720)
C (2.251, -0.703, -1.284)
C (-1.493, 1.153, -1.481)
H (-0.623, -2.326, 1.186)
H (-2.518, -0.193, -2.782)
H (3.769, 0.206, 1.356)
H (-2.074, -2.316, 0.492)
H (-1.233, 0.487, -3.645)
H (-0.061, -0.530, 2.644)
H (3.099, -1.318, -1.291)
H (-3.171, 0.890, 1.051)
H (-1.187, 0.660, 2.802)
H (-3.161, -0.213, -0.278)
H (-1.101, -0.802, -2.293)
H (1.775, 1.831, -1.096)
H (2.067, 0.285, 2.002)
H (2.357, 0.016, -2.153)
H (2.729, 2.198, 0.338)
H (-0.709, -1.787, -0.556)
H (-3.663, -0.665, 1.159)
H (2.793, -1.114, 1.596)
H (-1.695, -0.992, 2.987)
H (-1.200, 2.200, -1.903)
H (3.478, 1.681, -0.928)
H (1.304, -1.284, -1.540)


C10H22F30Li3N5O31S10 | ωB97M-V with the def2-TZVPD basis set

The calculation puts the HOMO-LUMO gap at 5.75 eV. Its charge is -2.

Positions of all 111 atoms, in Å:
S (3.181, 8.450, 1.901)
S (-3.113, -4.708, 4.239)
S (-1.263, -0.088, -0.743)
S (1.565, 6.477, 1.283)
S (4.760, 2.079, -2.091)
S (-0.462, 1.585, 3.481)
S (-1.041, -2.604, -1.285)
S (-2.451, 2.748, 4.594)
S (6.355, 0.264, -1.237)
S (-4.585, -5.325, 2.164)
F (4.506, 7.383, -0.177)
F (1.884, 0.675, 2.724)
F (3.993, 9.471, -0.371)
F (2.646, 3.676, -2.267)
F (-3.908, 4.848, 3.933)
F (-1.551, 2.471, -0.791)
F (-3.286, -7.278, 0.865)
F (7.066, -0.346, 1.259)
F (-2.356, -4.531, -2.379)
F (8.492, -0.841, -0.279)
F (-0.907, 6.838, 0.350)
F (-1.903, -2.873, -3.754)
F (-4.049, -5.725, -0.417)
F (-1.740, 1.573, -2.728)
F (-0.167, 4.840, 0.210)
F (8.272, 1.229, 0.329)
F (-1.157, -3.124, 3.504)
F (4.383, 4.561, -1.303)
F (3.180, 3.038, -0.294)
F (1.600, 2.786, 2.211)
F (-3.484, -2.682, -2.302)
F (-2.267, -5.397, 0.794)
F (0.561, 6.400, -1.164)
F (0.249, 1.758, -1.803)
F (5.605, 8.831, 0.971)
F (-0.911, -3.991, 5.422)
F (-1.989, 4.795, 2.963)
F (1.937, 2.197, 4.246)
F (-3.583, 3.499, 2.261)
F (-2.349, -2.357, 5.217)
O (-0.336, -0.162, 0.334)
O (-2.585, -6.573, -4.786)
O (2.633, 5.672, 0.710)
O (-5.246, 0.013, -1.759)
O (-0.691, 0.089, -4.869)
O (3.010, 9.815, 2.304)
O (7.209, 0.421, -2.386)
O (0.593, -2.938, -4.787)
O (-0.495, 0.265, 4.077)
O (-5.705, -4.762, 1.468)
O (-4.855, -6.413, 3.019)
O (0.165, -3.341, -1.551)
O (2.177, -0.774, -3.638)
O (1.097, 5.956, 2.534)
O (5.602, -0.974, -1.221)
O (-2.383, -5.942, 4.149)
O (-3.193, 1.555, 4.298)
O (2.722, -0.312, 0.107)
O (5.608, 2.731, -3.043)
O (-2.741, 3.428, 5.817)
O (-4.787, -2.247, 0.682)
O (0.750, -4.302, 1.164)
O (-2.749, -1.031, 2.475)
O (-1.722, -2.809, -0.061)
O (2.978, -2.961, -1.091)
O (3.686, 7.553, 2.879)
O (3.859, 1.084, -2.613)
O (-4.086, -4.580, 5.263)
O (-1.134, 1.680, 2.199)
O (-3.729, -4.189, -5.827)
O (-2.659, -0.155, -0.420)
N (-0.824, 2.810, 4.403)
N (-3.626, -4.163, 2.799)
N (-0.778, -1.101, -1.895)
N (1.763, 8.040, 1.146)
N (5.601, 1.584, -0.779)
C (-1.833, -3.403, 4.643)
C (3.683, 3.471, -1.451)
C (1.342, 1.840, 3.084)
C (0.197, 6.116, 0.085)
C (7.609, 0.103, 0.119)
C (-3.491, -5.974, 0.756)
C (-3.019, 4.050, 3.345)
C (4.395, 8.514, 0.476)
C (-2.293, -3.206, -2.520)
C (-1.027, 1.556, -1.560)
Li (0.028, -1.277, -3.650)
Li (-3.034, -2.751, 1.566)
Li (1.686, -4.372, -0.692)
H (-1.103, 0.920, -4.597)
H (-2.931, -7.311, -4.275)
H (-0.509, 0.183, -5.808)
H (-4.555, 0.090, -1.086)
H (-5.037, -1.652, -0.035)
H (-0.116, -4.691, 1.350)
H (-5.607, -2.663, 0.976)
H (2.852, -1.016, -4.279)
H (0.057, -3.455, -5.397)
H (-2.239, -0.441, 3.056)
H (-3.573, -0.555, 2.322)
H (-4.582, -3.822, -6.083)
H (-3.118, -3.451, -5.910)
H (-1.952, -6.148, -4.200)
H (1.350, -3.494, -4.581)
H (2.695, -0.375, -0.851)
H (1.261, -4.455, 1.968)
H (3.523, -2.549, -0.402)
H (-4.985, -0.751, -2.282)
H (3.158, -2.431, -1.877)
H (2.524, 0.029, -3.224)
H (1.799, -0.198, 0.371)


C10H22FP | ωB97M-V with the def2-TZVPD basis set

The calculation puts the HOMO-LUMO gap (alpha / beta) at 8.13 / 8.11 eV.

Positions of all 34 atoms, in Å:
P (2.173, -1.855, 0.254)
F (0.329, -0.793, 1.645)
C (2.327, 1.624, 1.349)
C (-2.014, 0.475, 0.746)
C (-0.513, -1.170, -0.562)
C (2.126, 1.533, -1.196)
C (-1.071, -2.319, 0.180)
C (-1.512, -0.014, -0.602)
C (-0.145, -1.537, -1.945)
C (-3.087, 1.464, 0.790)
C (0.652, -0.826, 0.344)
C (1.445, 1.560, 0.182)
H (-0.868, 0.736, -0.997)
H (-0.569, -3.318, 0.171)
H (-2.220, -0.433, 1.312)
H (2.769, 0.699, -1.252)
H (2.691, 2.383, -1.158)
H (-1.067, 0.926, 1.194)
H (-0.775, -2.449, -2.110)
H (0.902, -1.956, -1.980)
H (1.714, 1.572, 2.304)
H (2.485, -1.537, 1.501)
H (-2.069, -2.587, -0.382)
H (-0.320, -0.716, -2.605)
H (-2.951, 2.436, 0.226)
H (-4.075, 1.115, 0.452)
H (-3.533, 1.862, 1.843)
H (-2.243, -0.446, -1.206)
H (0.470, 2.063, 0.103)
H (3.090, -1.150, -0.448)
H (3.087, 0.755, 1.377)
H (1.333, 1.508, -2.105)
H (-1.449, -2.157, 1.215)
H (2.888, 2.554, 1.360)


C10H22IrN2P2S | ωB97M-V with the def2-TZVPD basis set

The value obtained for the energy relative to the best compared isomer or geometry (same formula, charge and spin) is 0.0 kJ/mol. The calculation puts the HOMO-LUMO gap (alpha / beta) at 7.58 / 6.47 eV. Its expectation value of S² is 0.768. Its charge is +2. The multiplicity is 2.

Positions of all 38 atoms, in Å:
Ir (-0.537, -1.220, 0.175)
S (-1.369, -2.968, 0.980)
P (-1.732, 0.175, 1.492)
P (1.259, -0.453, 1.285)
N (0.138, -0.698, -1.766)
N (0.445, 0.220, -3.729)
C (-0.224, 0.292, -2.578)
C (1.092, -1.434, -2.448)
C (0.871, 1.310, 1.512)
C (0.292, 1.130, -4.872)
C (-2.484, -0.529, 2.973)
C (1.455, -1.216, 2.902)
C (-3.073, 0.948, 0.575)
C (2.835, -0.592, 0.428)
C (1.278, -0.869, -3.667)
C (-0.558, 1.485, 2.054)
H (0.957, 1.756, 0.518)
H (2.731, -0.265, -0.605)
H (0.900, 0.750, -5.687)
H (0.633, 2.125, -4.600)
H (1.611, 1.804, 2.144)
H (-0.749, 1.151, -5.183)
H (-2.704, 1.477, -0.302)
H (1.541, -2.322, -2.036)
H (-2.882, 0.272, 3.598)
H (-3.299, -1.186, 2.669)
H (3.577, 0.029, 0.934)
H (-3.561, 1.663, 1.245)
H (-0.575, 1.469, 3.145)
H (0.579, -1.060, 3.528)
H (-1.757, -1.112, 3.536)
H (3.179, -1.627, 0.448)
H (-0.957, 2.453, 1.749)
H (2.322, -0.760, 3.387)
H (1.626, -2.285, 2.790)
H (-0.973, 1.038, -2.371)
H (-3.798, 0.195, 0.269)
H (1.909, -1.149, -4.493)


C10H22N2O3 | ωB97M-V with the def2-TZVPD basis set

The value obtained for the energy relative to the best compared isomer or geometry (same formula, charge and spin) is 16.9 kJ/mol. The calculation puts the HOMO-LUMO gap at 10.19 eV. Its structure (SMILES) is CCCCCOC[C@@H](O)CCC(=O)NN.

Positions of all 37 atoms, in Å:
O (-1.644, -2.403, -3.562)
O (0.907, 1.139, 0.081)
O (1.439, -2.377, 0.806)
N (-3.326, -4.127, -2.262)
N (-2.091, -3.662, -1.762)
C (0.136, 4.236, 2.137)
C (0.041, -2.545, -1.831)
C (1.144, 2.377, 0.717)
C (-0.125, -1.422, -0.802)
C (1.151, -1.240, 0.025)
C (0.060, 2.767, 1.727)
C (1.391, 4.578, 2.938)
C (1.368, 6.023, 3.422)
C (1.049, 0.013, 0.909)
C (-1.285, -2.852, -2.494)
H (-3.249, -4.154, -3.280)
H (-0.741, 4.472, 2.746)
H (-0.347, -0.481, -1.303)
H (0.142, 2.139, 2.618)
H (-0.954, -1.656, -0.126)
H (2.269, 6.252, 3.987)
H (0.715, -2.514, 1.428)
H (0.095, 4.863, 1.244)
H (2.130, 2.359, 1.203)
H (0.744, -2.228, -2.601)
H (1.463, 3.910, 3.799)
H (1.310, 6.706, 2.577)
H (0.186, -0.090, 1.588)
H (-0.911, 2.573, 1.265)
H (1.959, 0.094, 1.521)
H (0.507, 6.199, 4.063)
H (1.164, 3.105, -0.098)
H (2.008, -1.125, -0.645)
H (-1.753, -4.163, -0.955)
H (2.276, 4.423, 2.319)
H (-4.054, -3.444, -2.046)
H (0.435, -3.434, -1.336)


What are the DFT total energy values for these records? In order: -1195.565799, -10001.237468, -835.223722, -1688.473010, -729.439139 Ha.